Entry 1:
Molecular formula: C19H28N8O2
Method: DFT, ωB97M-V/def2-TZVPD

CARTESIAN COORDINATES (ANGSTROEM)
C  3.459  1.231  -3.380
C  2.994  2.190  -2.322
C  3.846  3.136  -1.773
N  3.491  4.019  -0.848
C  2.243  3.978  -0.416
C  1.305  3.062  -0.868
C  -0.067  3.113  -0.265
O  -0.403  4.068  0.415
N  -0.892  2.070  -0.553
C  -2.274  2.053  -0.089
C  -3.038  3.248  -0.636
C  -2.967  0.773  -0.525
C  -2.414  -0.555  -0.015
N  -1.425  -1.172  -0.947
C  -0.096  -1.363  -0.428
O  0.745  -0.493  -0.350
C  0.199  -2.769  0.040
C  0.022  -3.776  -1.112
C  -1.306  -4.471  -0.812
C  -1.329  -4.472  0.703
N  -0.782  -3.161  1.044
C  -0.351  -3.070  2.421
C  -0.023  -1.680  2.821
N  -0.940  -0.750  3.150
N  -0.267  0.337  3.418
N  0.991  0.052  3.250
C  2.049  1.023  3.447
N  1.211  -1.189  2.866
C  1.694  2.166  -1.848
H  3.170  1.574  -4.375
H  4.543  1.122  -3.361
H  3.020  0.246  -3.223
H  4.881  3.191  -2.103
H  1.962  4.705  0.336
H  -0.454  1.195  -0.810
H  -2.284  2.107  1.007
H  -4.097  3.159  -0.384
H  -2.666  4.176  -0.216
H  -2.949  3.293  -1.725
H  -3.998  0.853  -0.178
H  -3.026  0.752  -1.623
H  -1.965  -0.426  0.970
H  -3.246  -1.248  0.130
H  -1.364  -0.573  -1.768
H  1.225  -2.776  0.423
H  0.033  -3.303  -2.094
H  0.842  -4.495  -1.087
H  -2.144  -3.887  -1.192
H  -1.365  -5.473  -1.238
H  -2.331  -4.581  1.123
H  -0.705  -5.292  1.105
H  -1.175  -3.420  3.044
H  0.522  -3.715  2.626
H  2.740  0.953  2.614
H  1.590  2.004  3.480
H  2.569  0.821  4.381
H  0.997  1.443  -2.251

Atomic forces in eV per Å
-0.01 -0.03 0.01
0.06 -0.11 -0.09
0.25 0.01 -0.12
0.22 0.11 0.00
-0.07 0.20 0.29
-0.13 -0.11 0.05
0.03 -0.02 -0.06
-0.11 -0.03 0.04
0.08 0.11 -0.07
0.05 0.04 0.14
-0.20 0.14 -0.04
-0.15 -0.13 -0.14
0.03 -0.27 0.21
0.51 0.40 -0.20
-0.26 0.13 0.47
-0.36 0.00 -0.61
0.04 -0.13 -0.12
0.02 -0.07 -0.14
-0.05 -0.11 -0.05
-0.03 -0.06 0.07
-0.26 -0.17 0.06
0.06 -0.23 0.11
0.35 0.26 -0.02
0.07 0.06 0.10
-0.48 0.23 0.08
0.27 -0.10 -0.24
0.02 -0.01 0.04
-0.13 -0.26 0.15
-0.09 -0.08 -0.03
0.01 -0.01 -0.01
0.02 0.02 -0.03
0.00 -0.01 -0.03
-0.04 -0.05 -0.02
-0.07 -0.05 0.00
0.05 0.08 0.14
0.03 -0.04 -0.02
0.03 -0.01 0.00
0.05 0.03 -0.03
0.00 -0.03 0.03
-0.03 0.01 0.00
-0.02 -0.01 0.07
0.01 0.05 -0.01
0.11 -0.08 -0.11
0.13 -0.05 0.12
-0.04 0.02 0.05
0.01 0.04 0.02
-0.01 -0.01 0.02
0.04 0.07 -0.01
0.03 0.01 0.02
0.02 0.00 0.00
-0.01 0.09 -0.05
0.01 0.01 0.05
-0.05 0.09 -0.03
0.03 0.01 -0.05
-0.04 0.05 -0.01
-0.01 -0.02 -0.02
0.01 0.00 0.00

gap between HOMO and LUMO	0.3549	Ha
SMILES	Cc1cncc(C(=O)N[C@@H](C)CCNC(=O)[C@@H]2CCCN2Cc2nnn(C)n2)c1
ΔE to the lowest compared entry with this formula, charge and spin	1.3223	eV
E	-1329.333874	hartree
total charge	0
HOMO energy	-9.038	eV

***

Entry 2:
Molecular formula: C22H29N5O2
Method: DFT, ωB97M-V/def2-TZVPD

CARTESIAN COORDINATES (ANGSTROEM)
C  1.392  -4.367  1.487
C  -0.032  -4.585  1.985
C  -0.164  -4.416  3.500
C  -0.110  -2.962  3.972
C  -1.416  -2.215  3.706
C  -1.326  -0.746  4.110
O  -0.297  -0.071  3.379
C  -0.566  0.270  2.128
O  -1.625  0.142  1.578
C  0.698  0.857  1.475
C  1.708  -0.167  1.416
N  2.507  -0.985  1.412
C  0.403  1.536  0.151
N  0.123  2.798  0.290
C  -0.047  3.570  -0.806
C  -0.397  4.924  -0.683
C  -0.482  5.702  -1.807
C  -0.216  5.160  -3.074
C  0.127  3.843  -3.222
C  0.204  3.014  -2.087
N  0.491  1.707  -2.219
C  0.533  0.932  -1.149
N  0.860  -0.380  -1.344
C  1.311  -0.765  -2.669
C  0.142  -1.179  -3.560
N  -0.563  -2.285  -2.935
C  -1.624  -2.794  -3.775
C  -1.049  -1.883  -1.631
C  0.122  -1.466  -0.735
H  1.450  -4.560  0.418
H  2.076  -5.046  1.992
H  1.728  -3.349  1.666
H  -0.707  -3.898  1.472
H  -0.342  -5.600  1.724
H  -1.108  -4.855  3.832
H  0.644  -4.973  3.980
H  0.087  -2.943  5.047
H  0.715  -2.445  3.479
H  -2.230  -2.672  4.272
H  -1.674  -2.269  2.647
H  -1.037  -0.640  5.157
H  -2.280  -0.240  3.929
H  1.055  1.639  2.159
H  -0.593  5.319  0.302
H  -0.754  6.744  -1.725
H  -0.289  5.798  -3.943
H  0.324  3.410  -4.190
H  1.844  0.074  -3.113
H  1.987  -1.614  -2.539
H  0.520  -1.509  -4.529
H  -0.516  -0.307  -3.716
H  -2.085  -3.651  -3.285
H  -1.200  -3.120  -4.723
H  -2.405  -2.044  -3.979
H  -1.563  -2.732  -1.173
H  -1.763  -1.041  -1.699
H  -0.274  -1.180  0.233
H  0.807  -2.308  -0.611

Atomic forces in eV per Å
-0.25 0.03 0.02
0.16 -0.13 0.17
-0.01 0.15 -0.11
-0.22 -0.17 -0.04
0.42 0.30 0.05
-0.66 -0.39 0.08
0.40 0.15 0.05
-0.10 0.09 -0.08
0.02 0.08 0.00
-0.67 0.39 0.04
0.47 -0.22 0.12
0.37 -0.28 0.04
0.00 0.37 0.22
-0.07 -0.25 0.29
0.13 -0.20 -0.61
-0.03 0.18 -0.16
-0.07 0.07 0.33
0.08 -0.19 -0.20
-0.07 0.19 -0.03
-0.13 0.33 0.60
-0.07 -0.51 0.22
0.10 0.68 -0.66
0.19 -0.12 0.02
0.08 0.08 -0.41
0.23 0.01 0.08
0.01 0.01 0.03
0.04 0.02 0.04
0.17 -0.04 0.23
-0.44 -0.27 0.05
0.10 0.01 -0.12
0.12 -0.07 0.04
0.11 0.05 -0.02
-0.12 -0.01 -0.07
-0.09 0.04 -0.06
0.00 -0.07 0.08
-0.02 -0.10 0.03
0.08 0.07 0.03
0.08 0.04 0.05
-0.07 -0.01 -0.01
-0.12 -0.01 0.01
-0.03 0.02 -0.10
0.17 -0.01 0.09
-0.08 -0.12 -0.18
0.01 0.04 0.10
-0.02 0.07 0.03
0.00 0.02 -0.08
0.03 -0.05 -0.09
0.02 -0.17 0.02
-0.01 0.02 -0.05
0.00 0.04 -0.01
0.01 -0.06 -0.03
-0.07 -0.04 -0.04
-0.05 -0.03 -0.07
-0.02 0.02 -0.01
-0.04 0.03 0.03
-0.02 -0.05 0.00
0.02 -0.06 -0.04
-0.05 0.02 0.08

gap between HOMO and LUMO	0.2930	Ha
SMILES	CCCCCCOC(=O)[C@@H](C#N)c1nc2ccccc2nc1N1CCN(C)CC1
ΔE to the lowest compared entry with this formula, charge and spin	2.0131	eV
E	-1279.995089	hartree
total charge	0
HOMO energy	-8.071	eV

***

Entry 3:
Molecular formula: C23H19Cl7N4O7SiW
Method: DFT, ωB97M-V/def2-TZVPD

CARTESIAN COORDINATES (ANGSTROEM)
W  0.366  0.099  -0.012
C  -3.170  1.253  1.314
C  -2.118  0.711  2.227
C  -2.324  0.572  3.592
C  -1.308  0.102  4.407
C  -0.062  -0.221  3.874
C  0.082  -0.059  2.524
N  -0.916  0.366  1.732
N  1.206  -0.272  1.703
Si  2.882  0.366  2.210
C  3.959  -0.575  1.040
C  2.572  2.214  1.962
C  3.311  0.030  3.973
H  -4.031  0.582  1.287
H  -2.796  1.406  0.309
H  -3.525  2.211  1.695
H  -3.286  0.839  4.008
H  -1.479  -0.002  5.472
H  0.751  -0.590  4.482
H  3.519  -0.703  0.055
H  4.143  -1.570  1.457
H  4.938  -0.104  0.909
H  1.592  2.409  1.531
H  3.325  2.695  1.331
H  2.598  2.731  2.924
H  3.223  -1.034  4.211
H  2.718  0.603  4.687
H  4.360  0.304  4.119
O  -1.185  3.736  -0.632
C  -0.369  2.912  -0.849
O  -0.618  1.567  -0.609
C  0.973  3.137  -1.447
C  1.192  4.329  -2.125
C  2.409  4.539  -2.725
C  3.408  3.587  -2.711
C  3.178  2.397  -2.058
C  1.977  2.173  -1.394
O  1.776  1.036  -0.654
N  4.240  1.369  -2.106
O  5.372  1.761  -2.241
O  3.892  0.209  -1.991
N  2.667  5.837  -3.399
O  1.747  6.619  -3.427
O  3.776  5.995  -3.851
H  0.414  5.080  -2.178
H  4.351  3.770  -3.208
Cl  -2.145  -1.723  0.042
C  -3.009  -1.394  -1.493
Cl  -2.026  -0.274  -2.429
H  -3.965  -0.942  -1.262
H  -3.112  -2.325  -2.033
Cl  1.021  -0.131  -3.245
C  1.161  -1.636  -2.420
C  0.829  -1.685  -1.049
C  0.950  -2.947  -0.425
Cl  0.493  -3.148  1.228
C  1.413  -4.064  -1.103
Cl  1.583  -5.557  -0.298
C  1.737  -3.959  -2.462
Cl  2.285  -5.319  -3.305
C  1.599  -2.737  -3.130
Cl  1.975  -2.606  -4.786

Atomic forces in eV per Å
0.14 -1.01 1.01
-0.01 -0.06 0.08
-0.17 0.15 -0.41
0.04 -0.03 0.17
-0.12 0.03 -0.03
0.20 -0.17 0.17
-0.03 0.04 0.40
0.31 -0.14 0.03
-0.48 0.61 -0.91
0.24 0.29 -0.27
0.21 0.03 0.15
0.42 -0.09 0.14
-0.29 -0.34 0.10
0.03 -0.02 0.03
-0.01 -0.01 -0.07
0.00 0.00 0.01
0.02 0.03 -0.02
0.01 -0.02 -0.03
-0.06 0.02 0.01
0.03 0.01 -0.04
-0.03 0.04 0.02
-0.05 0.00 -0.01
-0.12 0.12 -0.05
-0.03 -0.04 -0.01
0.03 -0.05 0.00
0.07 0.05 0.04
0.06 0.03 -0.02
-0.04 0.02 -0.07
-0.18 -0.01 0.03
0.23 0.17 -0.02
-0.24 -0.05 -0.31
-0.09 -0.30 0.12
-0.14 0.16 -0.03
0.05 0.01 0.02
0.10 0.12 -0.11
0.14 -0.28 0.06
-0.01 0.22 0.10
0.41 -0.08 -0.16
0.14 0.04 0.29
-0.14 -0.01 -0.07
-0.03 0.04 -0.14
0.00 0.05 -0.05
0.06 -0.06 0.00
-0.08 -0.02 0.01
0.02 0.01 0.03
0.02 -0.01 0.02
-0.18 -0.08 -0.03
0.19 0.18 -0.07
-0.39 -0.18 -0.28
-0.05 0.02 0.07
0.01 -0.09 0.02
-0.10 0.02 -0.19
-0.14 0.44 0.25
0.05 0.17 -0.10
-0.18 0.28 0.37
-0.02 0.00 -0.09
0.06 -0.01 -0.06
0.01 -0.06 -0.02
0.01 -0.10 -0.01
0.02 -0.03 -0.02
0.07 -0.05 -0.05
0.03 -0.03 -0.03

gap between HOMO and LUMO	0.2196	Ha
ΔE to the lowest compared entry with this formula, charge and spin	0.5217	eV
E	-5210.803078	hartree
total charge	+2
HOMO energy	-14.773	eV

***

Entry 4:
Molecular formula: C9H12N2O
Method: DFT, ωB97M-V/def2-TZVPD

CARTESIAN COORDINATES (ANGSTROEM)
C  3.223  0.827  0.152
C  3.118  -0.526  0.426
C  2.075  1.541  -0.149
C  1.893  -1.160  0.386
C  0.842  0.922  -0.155
C  0.713  -0.453  0.097
C  -0.418  1.737  -0.454
C  -0.948  -2.074  -0.647
C  -3.358  0.156  0.674
N  -0.504  -1.031  0.206
N  -1.586  0.944  -0.527
O  -2.389  1.168  0.545
H  4.182  1.319  0.163
H  4.002  -1.095  0.679
H  2.143  2.591  -0.399
H  1.819  -2.216  0.605
H  -0.506  2.500  0.335
H  -0.283  2.214  -1.430
H  -1.428  -1.670  -1.547
H  -0.120  -2.707  -0.988
H  -1.685  -2.680  -0.111
H  -3.725  -0.159  -0.305
H  -4.168  0.561  1.278
H  -2.892  -0.705  1.166

Atomic forces in eV per Å
0.00 0.08 -0.04
0.17 -0.04 0.04
0.18 -0.09 0.00
-0.35 -0.20 -0.16
-0.73 -0.04 -0.20
1.51 0.59 -0.11
0.80 0.64 0.56
0.18 -0.42 -0.24
-0.14 -0.56 -0.08
-1.53 0.43 0.55
-0.91 -1.47 -0.03
0.86 0.75 -0.13
0.09 0.03 0.01
0.03 -0.04 -0.02
-0.03 0.10 0.05
0.02 -0.09 0.06
-0.10 0.00 -0.26
-0.06 0.11 0.10
0.03 0.07 0.07
0.00 -0.05 0.00
0.07 -0.02 -0.16
-0.02 0.12 0.01
0.06 -0.01 -0.01
-0.13 0.10 0.00

gap between HOMO and LUMO (alpha / beta)	0.3194 / 0.2797	Ha
ΔE to the lowest compared entry with this formula, charge and spin	4.9470	eV
E	-534.729557	hartree
total charge	0
HOMO energy (alpha / beta)	-8.096 / -7.751	eV

***

Entry 5:
Molecular formula: CHCrO2
Method: DFT, ωB97M-V/def2-TZVPD

CARTESIAN COORDINATES (ANGSTROEM)
O  -1.369  0.108  -0.067
C  -0.197  0.597  -0.011
O  0.541  -0.567  0.037
Cr  1.797  0.949  0.069
H  -0.772  -1.087  -0.028

Atomic forces in eV per Å
0.33 0.19 0.02
-1.19 -4.66 -0.03
2.58 2.20 0.10
-0.48 -0.52 -0.01
-1.24 2.79 -0.08

gap between HOMO and LUMO (alpha / beta)	0.3186 / 0.3497	Ha
ΔE to the lowest compared entry with this formula, charge and spin	1.9750	eV
E	-1233.220656	hartree
total charge	+1
<S²>	6.05
HOMO energy (alpha / beta)	-16.004 / -16.193	eV
2S+1	5

***

Entry 6:
Molecular formula: C9H14O
Method: DFT, ωB97M-V/def2-TZVPD

CARTESIAN COORDINATES (ANGSTROEM)
C  0.262  1.195  2.981
C  -0.144  0.110  2.021
C  0.389  0.040  0.739
C  0.081  -0.995  -0.140
C  -0.811  -1.961  0.298
O  -1.379  -2.867  -0.573
C  -1.305  -1.959  1.591
C  -1.027  -0.883  2.424
H  -0.320  1.100  3.899
H  0.100  2.201  2.592
H  1.300  1.128  3.322
H  1.117  0.808  0.504
H  0.468  -0.856  -1.138
H  -0.766  -3.133  -1.267
H  -2.025  -2.721  1.858
H  -1.515  -0.835  3.390
C  -0.043  1.072  -2.821
C  1.458  1.268  -2.707
H  -0.450  0.086  -2.618
H  -0.584  1.859  -2.293
H  -0.379  1.261  -3.850
H  1.898  0.849  -1.809
H  1.726  2.327  -2.798
H  1.951  0.905  -3.608

Atomic forces in eV per Å
-0.15 0.15 0.50
0.10 -0.04 0.18
0.35 -0.19 0.66
0.11 1.18 0.65
-0.22 -0.26 -0.83
0.21 -0.42 0.14
-0.37 0.55 -0.18
0.09 -0.45 -0.13
-0.14 0.10 -0.04
0.03 -0.05 -0.10
0.02 -0.10 -0.36
-0.07 -0.04 -0.45
-0.12 -0.76 -0.11
0.03 0.23 0.09
0.04 -0.03 0.08
0.15 0.01 0.10
-0.68 0.94 -1.06
0.12 0.41 -0.88
0.19 0.02 0.42
-0.06 -0.43 0.57
0.34 -0.04 -0.06
0.14 -0.04 0.03
-0.28 0.02 0.58
0.17 -0.74 0.19

gap between HOMO and LUMO	0.3432	Ha
SMILES	Cc1ccc(O)cc1.CC
ΔE to the lowest compared entry with this formula, charge and spin	0.4954	eV
E	-426.554581	hartree
total charge	0
HOMO energy	-8.471	eV